[1]
70
Properties=species:S:1:pos:R:3:forces:R:3 method="wB97M-V/def2-TZVPD" e_homo_ev=-4.096 e_lumo_ev=2.33 charge=-1 orbital_gap_ev=6.4
C -2.409242 -0.744475 -0.029159 -0.04 0.01 0.06
C 4.134212 -0.396437 -0.694411 0.02 -0.01 0.01
F 0.411903 2.770539 2.271927 -0.04 -0.01 0.10
N 3.568304 4.205400 0.485236 -0.43 0.32 0.11
C 1.141674 -0.225475 1.444930 -0.08 -0.01 -0.12
H 1.024883 -0.509991 4.545905 0.00 0.03 -0.02
H 3.954749 5.132258 0.527835 -0.01 0.01 0.00
H 2.946160 -4.345047 0.914679 0.01 0.01 0.01
H 5.561228 1.189105 -1.076192 -0.01 0.00 -0.01
C -0.867622 -4.947756 -1.275525 -0.01 0.01 0.00
H -1.827964 -4.452658 5.384335 0.00 0.01 0.00
C 2.689049 1.466101 0.685342 0.07 -0.07 0.05
H -2.245430 -0.825924 -2.152585 0.01 0.01 0.02
H -0.333831 -6.582643 0.009533 0.00 0.00 0.00
H 4.651918 -1.174565 -1.240029 0.00 0.01 0.00
F -1.194908 0.894783 3.403705 0.01 0.00 0.01
C -3.555049 -1.988811 1.403778 0.00 -0.04 -0.03
H -1.245851 -3.126587 -2.348372 0.00 -0.01 -0.01
C 0.279078 -4.694540 0.824795 0.00 -0.02 0.01
H -4.276569 -2.712323 1.738443 0.01 0.01 0.00
N -3.375886 -1.685353 0.069397 -0.03 0.11 0.03
O -1.060216 2.054088 0.355700 -0.07 -0.11 0.13
H -0.006953 -0.825475 6.750068 0.00 0.00 0.00
H 6.710895 -3.618043 2.805797 0.00 0.00 0.00
H -2.498100 -1.102840 3.128567 0.04 -0.01 0.02
C 0.215277 -2.314034 3.706405 -0.02 -0.01 -0.01
C 3.547014 -3.756526 1.600273 -0.01 -0.01 0.00
H -0.809031 -4.130995 3.176852 0.01 0.00 0.00
C 4.877122 -4.104829 1.799728 0.01 0.00 0.00
Te -1.177543 3.832267 0.793727 0.36 0.14 -0.37
C -0.310636 -5.508662 -0.133155 0.00 -0.01 0.00
N -1.959566 -0.447024 1.170575 0.00 0.04 0.04
O 5.622704 3.410408 -0.008018 -0.20 0.07 0.03
H 2.111898 2.141086 1.302969 -0.04 -0.02 -0.04
C -0.970789 -2.667207 6.217103 0.00 -0.03 0.00
H -0.880890 -0.039686 -1.324415 -0.04 0.11 -0.03
C 2.984891 -2.659540 2.249682 -0.02 0.00 0.05
H 5.744105 -1.656643 3.966815 0.00 0.00 0.00
C 0.428398 -1.394651 4.731468 -0.08 0.01 -0.01
Ge 1.117720 -2.064460 1.988292 -0.01 0.05 -0.13
Ga -0.359813 1.001332 1.805312 0.03 -0.15 -0.05
C 5.671599 -3.353224 2.653677 0.00 0.00 0.00
C -0.236038 -2.766639 -0.488269 0.16 -0.01 0.01
H -0.201482 -1.690546 -0.625624 0.15 -0.25 0.04
H 5.295069 -4.960127 1.281587 0.00 0.00 0.00
C 5.128450 -2.254696 3.305981 0.00 0.01 -0.01
H -1.437282 -2.797819 7.186171 0.00 0.00 0.00
C -2.671849 -1.206465 2.072581 0.02 0.03 -0.02
C -1.961194 -0.171219 -1.326468 -0.10 0.13 0.00
C 4.626243 0.888870 -0.628329 0.05 0.00 0.01
C 2.951783 -0.729319 -0.074266 -0.12 0.10 -0.07
H 3.388572 -1.045473 3.607884 0.00 0.00 0.01
C -1.190108 -3.594548 5.206748 0.00 0.02 0.04
C -0.600744 -3.415099 3.963324 -0.04 0.03 -0.04
F -2.003555 4.311684 -0.849835 -0.09 0.01 0.02
H -1.325974 -5.581757 -2.024917 0.00 0.00 0.00
H 0.718038 -5.153523 1.705003 -0.01 0.00 0.00
H -2.389501 0.818970 -1.474097 -0.02 0.01 0.01
C 3.860319 1.827423 0.062400 -0.03 0.00 -0.03
F -3.024821 3.520907 1.390902 -0.10 -0.01 0.08
C 0.320260 -3.307270 0.669317 -0.01 0.02 0.02
H -3.869027 -2.086461 -0.706386 0.00 -0.03 -0.03
C 3.797677 -1.915453 3.104377 0.02 0.00 0.01
C 4.425901 3.221342 0.170566 0.12 -0.31 -0.06
F 0.475319 4.205517 -0.289164 0.17 -0.04 0.22
H 2.525528 -1.712080 -0.177397 -0.06 -0.02 -0.01
N 2.227762 0.162953 0.680537 0.23 0.02 0.08
C -0.824846 -3.572543 -1.454396 0.03 -0.04 0.01
H 2.555518 4.116178 0.477645 0.16 -0.13 -0.15
C -0.162412 -1.566352 5.975936 0.01 0.02 -0.01

=====

[2]
72
Properties=species:S:1:pos:R:3:forces:R:3 method="wB97M-V/def2-TZVPD" e_homo_ev="-11.119 / -11.113" e_lumo_ev="-3.22 / -5.18" charge=+1 orbital_gap_ev="7.9 / 5.9" spin_multiplicity=4
O 4.875641 3.398005 -1.316098 0.56 0.28 -0.04
C -3.292365 2.660001 1.786293 0.06 -0.03 0.61
N 5.146920 -0.069419 -0.253376 -0.68 1.08 -0.03
H 4.523595 -2.972317 -0.517371 -0.11 0.09 -0.15
C -3.037700 2.332429 -0.718451 0.35 -0.36 -0.14
C 2.030803 1.259476 3.195222 -0.59 -0.35 0.05
N 0.414109 -0.300926 2.043584 0.14 0.12 -0.40
H -5.296980 4.215208 0.968272 0.06 -0.15 0.02
O 0.894422 1.297043 -0.268692 1.05 0.24 0.14
H -3.317898 2.357276 -4.149180 -0.24 0.01 -0.18
H -6.028146 5.975479 -1.305445 0.14 0.10 0.05
H -4.908696 3.616401 -3.220945 0.02 0.02 -0.31
C 1.590521 -4.046211 -1.706782 -0.25 0.17 0.55
O -1.599860 -1.248425 5.891492 -0.09 0.14 -0.07
H 3.918007 3.359017 -1.161505 -0.76 0.15 -0.01
H 2.071577 -3.175687 -3.605723 -0.04 -0.03 0.02
H 2.957608 0.716909 3.327095 0.31 -0.08 -0.18
H -2.851292 -2.240905 3.288182 0.00 0.01 0.16
O 2.182434 3.052562 -0.799553 0.05 -0.03 0.11
C -3.473446 2.573751 -2.028935 0.24 -0.21 -0.89
O -2.818556 -2.205776 4.277395 0.19 0.29 -0.02
C 1.438025 -5.189777 -0.915473 0.19 -0.11 -0.61
H 2.035403 1.871265 2.298479 0.17 -0.03 -0.10
C 2.058580 1.885648 -0.501214 -0.33 0.26 -0.27
C -3.688754 2.928946 0.365858 -0.02 -0.26 0.34
C -4.540799 3.414624 -2.231969 -0.45 0.33 1.05
H 1.153201 -5.088480 0.103913 -0.22 0.08 0.63
C 1.965889 -4.091910 -3.038255 0.07 0.02 -0.27
H 5.372608 -2.537330 0.935137 0.33 0.23 0.21
H 2.560901 -5.439191 -4.627020 -0.18 0.16 0.30
C 4.181752 -0.930044 0.086411 -0.35 -0.95 0.04
H 1.918805 1.916382 4.047275 -0.07 0.15 0.19
C 1.649312 -6.428434 -1.480764 0.25 0.35 -0.54
C -0.714461 -1.029097 2.371470 0.33 0.66 0.80
C -6.336252 4.937927 -1.421919 -0.42 0.09 -0.03
C -1.830771 -1.445832 4.730387 -0.26 -0.52 -0.39
N 0.113426 -0.050336 4.175294 -0.66 -0.56 -1.20
H -1.791565 2.186167 -3.316029 0.14 -0.13 0.03
C 2.217202 -5.327866 -3.597623 0.18 -0.36 -0.22
C -1.937072 1.401637 -0.459757 -0.17 0.01 -0.35
C -4.781777 3.733170 0.142616 -0.07 0.47 0.02
O -1.011935 -1.351584 0.088126 -0.21 -0.10 1.25
H -6.726424 4.841162 -2.441118 0.16 -0.11 0.20
C 0.878766 0.305820 3.133844 0.22 0.11 -0.03
C 4.567948 1.161329 -0.538917 0.18 -0.21 -0.10
H 2.245969 -7.442516 -3.248377 0.00 0.10 -0.13
C -5.199005 4.000650 -1.145036 -0.28 0.19 -1.06
C 3.221253 0.990149 -0.380429 0.78 -0.54 0.29
C 5.466650 2.288934 -0.953947 0.45 -0.49 0.11
N 2.987793 -0.313088 0.021294 0.22 0.03 -0.02
C 2.050582 -6.465906 -2.819628 0.00 -0.68 0.17
H 1.535218 -7.342003 -0.913373 -0.02 0.05 -0.02
O 1.117188 -1.677728 -1.721965 0.19 0.03 0.23
C 4.450687 -2.384119 0.397017 -0.98 0.26 0.15
H -3.401387 1.584699 2.024363 0.15 0.51 0.08
C -2.851724 1.956284 -3.260645 0.13 -0.17 0.52
O -2.597107 -2.137464 1.484607 0.01 -0.06 0.18
H 6.155061 -0.203035 -0.283755 -0.21 -0.07 0.01
H -2.275798 3.005783 2.016489 -0.06 -0.30 -0.14
O 1.254599 -2.657460 0.196386 0.04 0.14 0.55
H 3.623399 -2.797504 0.997055 0.35 0.21 -0.29
H -3.935723 3.234918 2.460715 -0.02 -0.27 -0.12
C -0.907100 -0.875763 3.699769 0.14 0.14 1.32
C 1.314591 -2.772456 -1.071722 -0.07 0.18 -0.59
C -1.540585 -1.587601 1.289432 0.29 -0.02 -1.06
H -1.695232 1.258101 0.605795 0.06 0.03 0.15
O -1.307630 0.778184 -1.291681 -0.25 0.13 -0.16
H -2.959477 0.865446 -3.235165 0.11 0.23 -0.11
H -7.167127 4.784301 -0.731772 0.03 -0.05 0.02
Tc 0.835518 -0.647389 0.035410 0.24 -0.65 -0.40
O 6.660069 2.106539 -0.950318 -0.51 0.04 -0.02
H 0.186642 0.221988 5.145235 0.01 0.00 0.09

=====

[3]
66
Properties=species:S:1:pos:R:3:forces:R:3 method="wB97M-V/def2-TZVPD" e_homo_ev=-7.547 e_lumo_ev=-0.56 orbital_gap_ev=7.0
O -3.033605 2.781393 1.057504 -0.31 0.58 0.29
C 1.375137 0.865584 1.512893 -0.03 -0.25 -0.37
C 3.438278 2.528238 5.613719 -0.03 0.03 0.03
H -7.885464 1.101164 4.578714 -0.03 -0.07 0.03
C 3.632349 2.145725 4.298201 0.02 -0.02 0.01
N -5.097395 1.876907 0.714325 -0.03 0.15 0.09
C 2.816123 3.734784 5.908649 0.01 -0.02 0.03
C -1.304116 5.583197 3.674898 -0.01 0.08 0.08
C -1.737167 3.421186 4.598091 0.02 0.03 0.04
C 2.607024 4.176455 3.559588 -0.07 -0.05 0.08
N -2.492893 0.235240 -1.139918 0.21 -0.21 -0.25
C -8.345160 3.188355 4.450146 0.03 0.06 -0.03
C -7.884074 4.416857 3.990487 0.00 -0.04 -0.03
H 4.465870 2.777368 1.515727 0.00 0.04 0.01
H -3.296342 2.140651 -1.215165 -0.01 -0.23 0.08
C 3.429933 2.599580 1.814858 0.15 0.08 -0.14
H 4.072894 1.183517 4.071740 0.02 0.00 0.00
H -10.064847 4.051911 5.403154 -0.02 0.02 0.01
C -9.641260 3.071469 5.195820 -0.07 0.01 0.06
C -2.671427 0.715517 3.651839 0.04 -0.04 -0.09
H -10.374676 2.504325 4.621497 -0.01 -0.02 -0.02
H 2.651543 4.025127 6.937561 -0.01 0.00 0.04
H -0.502025 5.606972 1.685802 0.03 0.01 -0.06
H -4.010660 -2.522521 0.014136 -0.04 -0.06 -0.01
C -2.703882 -1.048344 -0.809965 0.13 -0.02 0.09
H -2.729057 0.629557 4.738900 -0.03 -0.02 0.04
C -4.221029 2.721252 1.367025 -0.43 -0.02 0.04
N -0.491279 0.556428 2.742756 -0.52 0.14 0.56
C -1.215369 2.806583 3.460769 -0.01 -0.08 -0.19
H -2.147519 5.253177 5.631907 -0.03 0.03 0.07
C -1.359784 1.349595 3.263961 0.37 -0.23 -0.10
H -2.113042 2.800571 5.401299 -0.01 -0.03 0.06
H -1.901675 -1.733230 -1.049301 0.01 -0.01 -0.02
C -0.828117 5.004203 2.521575 0.05 -0.03 0.08
C -3.409848 1.135004 -0.812760 -0.52 -0.05 -0.32
H -5.573489 -0.794383 0.925870 -0.05 -0.02 0.02
Pd -1.368105 1.598068 0.412751 -0.04 0.55 -0.28
N -4.708658 3.522816 2.341634 0.30 -0.01 -0.06
H -5.739104 1.276777 3.411044 -0.01 -0.01 -0.04
H -9.501370 2.556583 6.146434 0.00 -0.02 0.02
C -7.564804 2.063785 4.204297 0.00 -0.03 0.03
H 1.888968 5.488644 5.091317 0.00 0.02 0.01
H -2.732452 -0.284770 3.224585 0.00 0.00 0.02
C -4.741532 -0.513530 0.293060 0.02 0.07 0.02
H -3.526074 1.315568 3.333294 0.10 -0.01 0.03
S 3.152365 0.855948 1.415537 -0.05 0.07 0.01
C 3.219624 2.968840 3.257589 -0.02 0.04 0.02
C -3.857038 -1.473932 -0.187811 0.04 0.01 0.01
S 0.586980 0.732683 -0.063232 0.56 -0.31 0.09
C -1.771617 4.796422 4.728644 0.01 0.01 0.00
O -0.347709 3.123030 1.234011 0.24 -0.03 0.10
H 2.264697 4.811897 2.756437 -0.07 0.08 -0.11
H 2.789599 3.207491 1.172696 0.03 -0.05 -0.01
H -6.363247 5.474446 2.902698 0.02 0.03 -0.01
H -6.010858 1.739495 1.120799 0.04 0.02 -0.04
C -5.937957 3.384294 3.034901 -0.14 0.12 0.01
C -6.701139 4.517731 3.276747 0.00 -0.07 -0.04
C -6.363268 2.154634 3.524364 0.02 0.00 0.03
H -3.995898 4.120916 2.742764 0.03 0.02 0.04
H -8.464748 5.309738 4.178351 -0.04 0.04 0.02
C 2.395872 4.556836 4.876962 0.00 0.04 -0.01
H 3.755792 1.874053 6.414109 0.02 -0.03 0.04
N 0.825883 0.886890 2.655065 -0.02 -0.09 -0.05
H -1.325894 6.662889 3.755607 -0.02 0.04 0.02
C -0.767527 3.604913 2.381334 0.01 -0.08 -0.06
C -4.486830 0.814228 0.023710 0.16 -0.14 -0.02

=====

ΔE to the lowest compared entry with this formula, charge and spin in kcal per mole, matching the order above: 3.4, 0.0, 61.0